(1)
Below is a molecular structure, C38H31Br2N8OPTl, with properties calculated with ωB97M-V/def2-TZVPD.

Cartesian coordinates (Å):
Tl1 0.49 0.14 0.32
Br1 3.20 -3.40 6.27
C1 2.11 -2.71 4.89
C2 1.37 -3.59 4.08
C3 0.58 -3.11 3.08
C4 0.48 -1.72 2.81
O1 -0.29 -1.30 1.85
C5 1.23 -0.85 3.64
C6 1.19 0.58 3.51
N1 0.64 1.27 2.56
C7 0.62 2.67 2.72
C8 0.39 3.27 3.93
C9 0.43 4.67 4.07
C10 0.68 5.47 2.99
C11 0.86 4.89 1.71
C12 1.11 5.66 0.55
C13 1.25 5.03 -0.65
C14 1.11 3.63 -0.70
N2 0.89 2.88 0.35
C15 0.80 3.48 1.57
C16 2.03 -1.37 4.67
H1 1.44 -4.66 4.26
H2 0.01 -3.78 2.45
H3 1.70 1.13 4.31
H4 0.17 2.66 4.80
H5 0.25 5.11 5.04
H6 0.73 6.55 3.09
H7 1.18 6.73 0.64
H8 1.45 5.58 -1.56
H9 1.17 3.12 -1.66
H10 2.59 -0.68 5.30
C17 -5.21 0.21 -0.41
N3 -3.86 0.64 -0.08
C18 -3.50 1.91 0.30
C19 -2.15 1.90 0.43
N4 -1.68 0.65 0.11
C20 -2.73 -0.11 -0.19
P1 -2.96 -1.84 -0.72
C21 -3.24 -1.43 -2.48
N5 -2.71 -0.40 -3.09
C22 -3.17 -0.45 -4.37
C23 -4.00 -1.53 -4.53
N6 -4.04 -2.15 -3.32
C24 -4.85 -3.32 -3.00
C25 -1.31 -2.57 -0.79
N7 -0.14 -1.97 -0.87
C26 0.81 -2.95 -0.94
C27 0.19 -4.17 -0.92
N8 -1.15 -3.92 -0.81
C28 -2.19 -4.93 -0.78
H11 -5.91 0.94 -0.01
H12 -5.42 -0.75 0.05
H13 -5.33 0.14 -1.49
H14 -4.23 2.68 0.44
H15 -1.50 2.69 0.72
H16 -2.89 0.29 -5.11
H17 -4.55 -1.90 -5.38
H18 -4.58 -4.15 -3.65
H19 -5.91 -3.09 -3.14
H20 -4.69 -3.60 -1.97
H21 1.86 -2.72 -0.99
H22 0.59 -5.17 -0.96
H23 -1.75 -5.87 -0.45
H24 -2.62 -5.08 -1.77
H25 -2.97 -4.64 -0.08
Br2 0.35 0.74 -2.78
C29 2.25 0.88 -2.75
C30 2.82 1.31 -3.91
C31 4.22 1.38 -4.04
C32 5.01 0.99 -3.00
C33 4.44 0.55 -1.78
C34 5.30 0.14 -0.73
C35 4.79 -0.29 0.46
C36 3.40 -0.30 0.65
C37 2.53 0.09 -0.34
C38 3.02 0.50 -1.61
H26 2.19 1.58 -4.75
H27 4.66 1.72 -4.97
H28 6.09 1.02 -3.09
H29 6.37 0.18 -0.90
H30 5.45 -0.60 1.26
H31 3.02 -0.61 1.62

The lowest unoccupied orbital energy is -2.41 eV. Its charge is +1. The HOMO energy comes out at -9.7 eV. Its orbital gap is 0.269 Ha.

---

(2)
Below is a molecular structure, C38H32BaCl3GeN3O2S6, with properties calculated with ωB97M-V/def2-TZVPD.

Cartesian coordinates (Å):
Ba1 0.33 0.79 1.26
C1 3.42 4.18 3.37
C2 2.89 2.95 2.97
N1 1.60 2.74 2.89
C3 0.69 3.71 3.15
C4 1.16 5.02 3.47
C5 2.55 5.21 3.60
C6 0.25 6.09 3.60
C7 -1.08 5.85 3.40
C8 -1.56 4.55 3.17
C9 -0.74 3.42 3.12
N2 -1.18 2.13 2.99
C10 -2.40 1.66 3.34
C11 -3.35 2.33 4.12
C12 -4.60 1.79 4.45
C13 -4.99 0.54 4.05
C14 -4.05 -0.24 3.35
C15 -4.33 -1.59 3.02
C16 -3.38 -2.39 2.44
C17 -2.13 -1.81 2.16
N3 -1.87 -0.55 2.41
C18 -2.77 0.27 3.00
H1 4.49 4.32 3.47
H2 3.54 2.12 2.72
H3 2.91 6.20 3.87
H4 0.63 7.08 3.82
H5 -1.79 6.66 3.43
H6 -2.62 4.44 3.00
H7 -3.12 3.31 4.51
H8 -5.27 2.40 5.05
H9 -5.96 0.13 4.30
H10 -5.30 -1.99 3.28
H11 -3.57 -3.43 2.23
H12 -1.32 -2.41 1.74
S1 -0.50 7.41 -4.05
C19 -0.39 6.12 -3.04
S2 1.11 5.40 -2.58
C20 0.50 4.19 -1.46
C21 -0.89 4.20 -1.27
S3 -1.80 3.21 -0.28
S4 -1.74 5.44 -2.21
S5 1.63 3.17 -0.74
Cl1 2.68 -2.06 4.75
Ge1 2.46 -1.38 2.63
Cl2 1.83 -3.34 1.59
Cl3 4.69 -1.27 2.17
O1 -0.96 0.04 -0.86
S6 -0.60 -1.33 -1.34
C22 0.19 -0.99 -2.95
C23 0.90 -2.16 -3.56
C24 1.44 -3.18 -2.79
C25 2.10 -4.25 -3.39
C26 2.24 -4.30 -4.77
C27 1.71 -3.28 -5.55
C28 1.04 -2.22 -4.95
C29 -2.19 -2.05 -1.87
C30 -1.97 -3.45 -2.36
C31 -2.01 -3.76 -3.71
C32 -1.72 -5.04 -4.15
C33 -1.39 -6.03 -3.24
C34 -1.36 -5.74 -1.88
C35 -1.65 -4.45 -1.44
H13 0.88 -0.19 -2.69
H14 -0.57 -0.57 -3.61
H15 1.36 -3.15 -1.71
H16 2.51 -5.04 -2.77
H17 2.75 -5.13 -5.24
H18 1.82 -3.31 -6.63
H19 0.62 -1.43 -5.56
H20 -2.65 -1.39 -2.61
H21 -2.79 -2.02 -0.96
H22 -2.25 -2.98 -4.43
H23 -1.73 -5.27 -5.21
H24 -1.15 -7.03 -3.58
H25 -1.10 -6.50 -1.16
H26 -1.60 -4.22 -0.39
C36 4.19 -1.90 -1.16
C37 3.55 -0.57 -0.93
C38 4.40 0.65 -1.12
O2 2.39 -0.48 -0.57
H27 5.19 -1.91 -0.74
H28 4.28 -2.07 -2.24
H29 3.59 -2.69 -0.72
H30 5.08 0.53 -1.96
H31 5.02 0.75 -0.22
H32 3.79 1.54 -1.24

Its multiplicity is 2. The lowest unoccupied orbital energy (spin up / spin down) is 1.93 / 0.97 eV. Its charge is -1. The HOMO energy (spin up / spin down) comes out at -4.3 / -4.3 eV. The expectation value of S² is 0.77. Its orbital gap (spin up / spin down) is 0.230 / 0.194 Ha.

---

(3)
Below is a molecular structure, C38H32BrCl4GeN2O2PdSSi, with properties calculated with ωB97M-V/def2-TZVPD.

Cartesian coordinates (Å):
Pd1 0.08 0.61 0.23
C1 7.03 2.69 -0.45
Si1 5.21 2.80 -0.02
C2 5.03 3.47 1.71
C3 4.42 3.98 -1.24
C4 4.50 1.07 -0.12
C5 5.34 -0.04 -0.15
C6 4.83 -1.34 -0.19
C7 3.45 -1.48 -0.23
N1 2.61 -0.45 -0.20
C8 3.11 0.79 -0.12
S1 1.92 2.07 0.10
H1 7.46 3.70 -0.50
H2 7.19 2.22 -1.42
H3 7.61 2.14 0.30
H4 5.39 4.50 1.77
H5 5.59 2.86 2.43
H6 3.98 3.45 2.02
H7 5.09 4.84 -1.39
H8 3.46 4.34 -0.88
H9 4.26 3.51 -2.21
H10 6.41 0.10 -0.14
H11 5.48 -2.20 -0.20
H12 2.99 -2.46 -0.29
Cl1 -5.03 -4.35 -0.03
C9 -4.17 -2.87 0.26
C10 -4.84 -1.75 0.72
Cl2 -6.55 -1.79 1.03
C11 -4.12 -0.56 0.93
Cl3 -4.95 0.87 1.47
C12 -2.75 -0.46 0.68
O1 -2.10 0.66 0.81
C13 -2.03 -1.64 0.22
O2 -0.77 -1.57 0.00
C14 -2.79 -2.81 0.02
Cl4 -1.95 -4.21 -0.58
Br1 -4.68 0.53 -2.71
C15 -2.84 0.10 -2.74
C16 -2.39 -1.02 -3.41
C17 -1.04 -1.32 -3.35
C18 -0.22 -0.51 -2.59
N2 -0.66 0.57 -1.94
C19 -1.95 0.87 -2.02
H13 -3.08 -1.66 -3.94
H14 -0.64 -2.20 -3.82
H15 0.83 -0.74 -2.45
H16 -2.30 1.72 -1.44
C20 0.26 0.31 1.98
Ge1 0.28 1.67 3.41
C21 2.07 1.54 4.15
C22 3.06 0.81 3.48
C23 4.35 0.71 3.99
C24 4.67 1.36 5.18
C25 3.70 2.09 5.85
C26 2.41 2.18 5.34
C27 -1.08 1.05 4.65
C28 -2.35 0.81 4.14
C29 -3.37 0.35 4.97
C30 -3.12 0.15 6.32
C31 -1.85 0.39 6.84
C32 -0.83 0.84 6.01
C33 -0.09 3.43 2.67
C34 -1.18 3.60 1.81
C35 -1.46 4.86 1.29
C36 -0.66 5.95 1.62
C37 0.42 5.79 2.48
C38 0.70 4.53 3.00
H17 0.31 -0.77 2.20
H18 2.83 0.31 2.54
H19 5.09 0.14 3.45
H20 5.67 1.29 5.58
H21 3.95 2.60 6.78
H22 1.67 2.77 5.88
H23 -2.56 0.95 3.09
H24 -4.35 0.16 4.55
H25 -3.91 -0.21 6.97
H26 -1.65 0.22 7.89
H27 0.16 1.00 6.42
H28 -1.81 2.76 1.54
H29 -2.30 4.99 0.62
H30 -0.88 6.93 1.21
H31 1.04 6.63 2.74
H32 1.56 4.40 3.65

The lowest unoccupied orbital energy (spin up / spin down) is 1.38 / 1.38 eV. Its charge is -1. The HOMO energy (spin up / spin down) comes out at -3.9 / -3.9 eV. Its orbital gap (spin up / spin down) is 0.194 / 0.194 Ha.

---

(4)
Below is a molecular structure, C38H32Cl2NOP2S3W, with properties calculated with ωB97M-V/def2-TZVPD.

Cartesian coordinates (Å):
W1 -0.47 -0.06 -0.51
C1 -0.88 -3.37 -0.61
P1 -1.13 -2.10 0.72
C2 -2.66 -2.66 1.53
C3 -2.66 -3.97 2.01
C4 -3.77 -4.47 2.66
C5 -4.88 -3.65 2.86
C6 -4.88 -2.35 2.39
C7 -3.77 -1.85 1.72
C8 0.07 -2.40 2.07
C9 1.01 -3.42 2.12
C10 1.89 -3.50 3.19
C11 1.83 -2.56 4.21
C12 0.88 -1.54 4.17
C13 0.00 -1.47 3.11
C14 -0.70 -2.69 -1.94
C15 -0.85 -3.15 -3.21
C16 -0.44 -2.11 -4.10
C17 -0.05 -1.06 -3.33
C18 0.58 0.26 -3.69
P2 0.35 1.43 -2.29
C19 1.95 2.24 -1.99
C20 1.97 3.56 -1.57
C21 3.17 4.14 -1.17
C22 4.34 3.40 -1.19
C23 4.32 2.08 -1.63
C24 3.13 1.50 -2.03
C25 -0.73 2.75 -2.91
C26 -1.64 3.34 -2.03
C27 -2.52 4.31 -2.48
C28 -2.49 4.70 -3.81
C29 -1.56 4.16 -4.68
C30 -0.68 3.18 -4.24
N1 -0.22 -1.39 -1.99
H1 -1.74 -4.04 -0.64
H2 0.00 -3.98 -0.38
H3 -1.79 -4.60 1.87
H4 -3.77 -5.49 3.03
H5 -5.75 -4.04 3.38
H6 -5.75 -1.72 2.54
H7 -3.78 -0.84 1.34
H8 1.06 -4.17 1.34
H9 2.62 -4.29 3.23
H10 2.53 -2.61 5.03
H11 0.83 -0.81 4.97
H12 -0.75 -0.69 3.07
H13 -1.23 -4.12 -3.49
H14 -0.44 -2.16 -5.18
H15 0.16 0.66 -4.60
H16 1.66 0.13 -3.85
H17 1.05 4.13 -1.54
H18 3.18 5.17 -0.84
H19 5.27 3.85 -0.88
H20 5.24 1.51 -1.66
H21 3.13 0.48 -2.38
H22 -1.62 3.06 -0.99
H23 -3.23 4.75 -1.79
H24 -3.20 5.44 -4.17
H25 -1.52 4.49 -5.71
H26 0.05 2.77 -4.92
Cl1 1.93 -1.17 -0.27
C31 2.83 -0.41 0.99
C32 4.05 -0.93 1.37
C33 4.76 -0.29 2.37
C34 4.25 0.84 2.98
C35 3.02 1.35 2.58
Cl2 2.40 2.77 3.34
C36 2.28 0.73 1.57
S1 0.74 1.38 1.08
H27 4.44 -1.82 0.89
H28 5.72 -0.68 2.69
H29 4.79 1.34 3.76
C37 -2.26 2.00 1.99
O1 -2.13 1.21 0.79
C38 -3.23 1.08 -0.02
S2 -4.69 1.71 0.30
S3 -2.77 0.15 -1.39
H30 -2.55 3.02 1.73
H31 -1.30 1.99 2.48
H32 -3.03 1.57 2.63

Its multiplicity is 3. The lowest unoccupied orbital energy (spin up / spin down) is -3.30 / -4.21 eV. Its charge is +1. The HOMO energy (spin up / spin down) comes out at -10.3 / -10.6 eV. The expectation value of S² is 2.02. Its orbital gap (spin up / spin down) is 0.258 / 0.235 Ha.

---

(5)
Below is a molecular structure, C38H32N4O6Pd, with properties calculated with ωB97M-V/def2-TZVPD.

Cartesian coordinates (Å):
Pd1 0.94 -1.21 0.17
C1 2.17 1.92 2.42
C2 1.19 1.21 3.20
C3 0.22 1.87 4.07
C4 -0.65 1.04 4.71
C5 -0.64 -0.34 4.61
C6 0.25 -0.97 3.79
C7 0.13 -2.41 3.58
C8 1.12 -0.27 2.99
N1 1.96 -0.82 2.11
C9 3.19 -1.01 2.31
O1 3.92 -0.72 3.28
C10 3.94 -1.39 0.99
C11 5.35 -1.67 1.04
C12 5.98 -1.85 -0.22
C13 5.23 -1.70 -1.34
C14 3.87 -1.42 -1.27
N2 3.20 -1.25 -0.11
C15 3.09 -1.46 -2.63
O2 3.72 -1.52 -3.67
N3 1.72 -1.54 -2.55
C16 0.89 -0.75 -3.15
C17 -0.40 -1.34 -3.44
C18 -0.79 -2.70 -2.96
C19 -1.27 -0.67 -4.29
C20 -0.86 0.61 -4.77
C21 0.33 1.21 -4.39
C22 1.24 0.56 -3.57
C23 2.39 1.31 -3.11
H1 2.00 3.00 2.63
H2 2.25 1.55 1.42
H3 3.02 1.49 2.99
H4 0.16 2.87 4.30
H5 -1.26 1.45 5.53
H6 -1.27 -0.90 5.29
H7 1.10 -2.91 3.33
H8 -0.56 -2.66 2.75
H9 -0.29 -2.89 4.44
H10 5.87 -1.67 2.00
H11 6.98 -2.15 -0.21
H12 5.57 -1.80 -2.37
H13 -0.07 -3.07 -2.27
H14 -0.75 -3.41 -3.77
H15 -1.82 -2.77 -2.58
H16 -2.17 -1.21 -4.62
H17 -1.65 1.26 -5.25
H18 0.58 2.19 -4.59
H19 2.32 2.36 -3.37
H20 3.33 0.98 -3.44
H21 2.52 1.17 -2.01
O3 -1.20 -0.32 0.79
C24 -1.66 0.94 0.19
C25 -0.36 1.57 -0.44
O4 -0.43 2.72 -0.87
O5 0.68 0.87 -0.49
C26 -2.56 0.51 -1.00
C27 -3.13 1.52 -1.72
C28 -4.01 1.20 -2.81
C29 -4.31 -0.10 -3.10
C30 -3.81 -1.13 -2.28
C31 -2.95 -0.82 -1.25
C32 -2.45 1.77 1.16
C33 -3.49 1.20 1.87
C34 -4.22 1.90 2.79
C35 -3.90 3.23 3.02
C36 -2.88 3.84 2.31
C37 -2.18 3.13 1.34
H22 -1.56 -0.39 1.66
H23 -2.82 2.58 -1.50
H24 -4.46 2.07 -3.28
H25 -4.94 -0.35 -3.96
H26 -4.05 -2.19 -2.47
H27 -2.50 -1.58 -0.64
H28 -3.88 0.24 1.63
H29 -5.06 1.50 3.39
H30 -4.42 3.82 3.77
H31 -2.67 4.90 2.55
H32 -1.42 3.64 0.80
O6 2.02 -4.74 0.02
C38 1.16 -3.94 0.24
N4 0.19 -3.21 0.31

Its multiplicity is 5. The lowest unoccupied orbital energy (spin up / spin down) is -0.19 / -4.00 eV. The HOMO energy (spin up / spin down) comes out at -7.9 / -8.9 eV. The expectation value of S² is 6.06. Its orbital gap (spin up / spin down) is 0.284 / 0.178 Ha.

---

(6)
Below is a molecular structure, C38H33BF6O4S, with properties calculated with ωB97M-V/def2-TZVPD.

Cartesian coordinates (Å):
C1 -6.41 1.04 3.93
C2 -5.23 0.34 3.38
C3 -5.04 -1.04 3.29
C4 -3.69 -1.36 2.96
C5 -2.92 -0.26 2.60
B1 -2.63 -0.79 -2.10
C6 -1.54 -0.16 2.28
C7 -0.97 1.12 2.05
C8 0.26 1.45 2.57
C9 0.75 2.86 2.40
F1 1.95 2.87 1.72
F2 -0.08 3.65 1.66
F3 0.96 3.50 3.58
C10 1.00 0.49 3.27
C11 0.54 -0.82 3.27
C12 1.29 -1.89 4.01
F4 1.00 -3.17 3.59
F5 2.64 -1.72 3.89
F6 1.01 -1.85 5.35
C13 -0.64 -1.19 2.64
O1 -3.20 -1.80 -1.33
C14 -4.60 -1.39 -1.21
C15 -4.66 0.07 -1.69
O2 -3.37 0.35 -2.35
S1 -3.91 1.21 2.74
H1 -6.87 0.37 4.67
H2 -6.10 1.98 4.41
H3 -7.16 1.28 3.14
H4 -5.90 -1.75 3.42
H5 -3.31 -2.37 2.92
H6 -1.55 1.90 1.58
H7 1.91 0.76 3.80
H8 -0.91 -2.24 2.57
H9 -5.20 -2.05 -1.88
H10 -4.99 -1.47 -0.16
H11 -5.47 0.21 -2.45
H12 -4.84 0.75 -0.81
C16 5.08 5.80 -2.45
O3 3.88 5.24 -3.05
C17 3.34 4.14 -2.46
C18 2.13 3.65 -3.00
C19 1.55 2.51 -2.49
C20 2.11 1.80 -1.40
C21 1.43 0.58 -0.92
C22 -0.01 0.48 -1.02
C23 -0.89 -0.63 -1.06
C24 -1.14 -1.12 -2.49
C25 -1.18 -2.54 -2.85
C26 -1.57 -2.90 -4.11
C27 -1.76 -1.95 -5.15
C28 -1.57 -0.58 -4.88
C29 -1.20 -0.16 -3.62
C30 2.30 -0.53 -0.49
C31 3.64 -0.73 -0.95
C32 4.38 -1.83 -0.56
C33 3.85 -2.79 0.33
O4 4.67 -3.81 0.71
C34 4.15 -4.78 1.66
C35 2.53 -2.59 0.81
C36 1.80 -1.49 0.42
C37 3.31 2.31 -0.85
C38 3.91 3.45 -1.36
H13 5.35 6.61 -3.14
H14 4.87 6.20 -1.44
H15 5.89 5.06 -2.40
H16 1.70 4.16 -3.85
H17 0.65 2.11 -2.96
H18 -0.50 1.46 -1.17
H19 -0.77 -1.45 -0.30
H20 -0.80 -3.26 -2.11
H21 -1.72 -3.95 -4.37
H22 -2.06 -2.26 -6.16
H23 -1.67 0.16 -5.69
H24 -0.94 0.89 -3.42
H25 4.10 0.01 -1.62
H26 5.38 -2.03 -0.96
H27 5.00 -5.39 1.96
H28 3.73 -4.28 2.55
H29 3.39 -5.40 1.17
H30 2.09 -3.34 1.46
H31 0.82 -1.33 0.86
H32 3.75 1.80 0.02
H33 4.84 3.81 -0.92

The lowest unoccupied orbital energy is -0.39 eV. The HOMO energy comes out at -6.4 eV. Its orbital gap is 0.223 Ha.

---

What is the formula in the second record? C38H32BaCl3GeN3O2S6

---

What did the third record say?
Below is a molecular structure, C38H32BrCl4GeN2O2PdSSi, with properties calculated with ωB97M-V/def2-TZVPD.

Cartesian coordinates (Å):
Pd1 0.08 0.61 0.23
C1 7.03 2.69 -0.45
Si1 5.21 2.80 -0.02
C2 5.03 3.47 1.71
C3 4.42 3.98 -1.24
C4 4.50 1.07 -0.12
C5 5.34 -0.04 -0.15
C6 4.83 -1.34 -0.19
C7 3.45 -1.48 -0.23
N1 2.61 -0.45 -0.20
C8 3.11 0.79 -0.12
S1 1.92 2.07 0.10
H1 7.46 3.70 -0.50
H2 7.19 2.22 -1.42
H3 7.61 2.14 0.30
H4 5.39 4.50 1.77
H5 5.59 2.86 2.43
H6 3.98 3.45 2.02
H7 5.09 4.84 -1.39
H8 3.46 4.34 -0.88
H9 4.26 3.51 -2.21
H10 6.41 0.10 -0.14
H11 5.48 -2.20 -0.20
H12 2.99 -2.46 -0.29
Cl1 -5.03 -4.35 -0.03
C9 -4.17 -2.87 0.26
C10 -4.84 -1.75 0.72
Cl2 -6.55 -1.79 1.03
C11 -4.12 -0.56 0.93
Cl3 -4.95 0.87 1.47
C12 -2.75 -0.46 0.68
O1 -2.10 0.66 0.81
C13 -2.03 -1.64 0.22
O2 -0.77 -1.57 0.00
C14 -2.79 -2.81 0.02
Cl4 -1.95 -4.21 -0.58
Br1 -4.68 0.53 -2.71
C15 -2.84 0.10 -2.74
C16 -2.39 -1.02 -3.41
C17 -1.04 -1.32 -3.35
C18 -0.22 -0.51 -2.59
N2 -0.66 0.57 -1.94
C19 -1.95 0.87 -2.02
H13 -3.08 -1.66 -3.94
H14 -0.64 -2.20 -3.82
H15 0.83 -0.74 -2.45
H16 -2.30 1.72 -1.44
C20 0.26 0.31 1.98
Ge1 0.28 1.67 3.41
C21 2.07 1.54 4.15
C22 3.06 0.81 3.48
C23 4.35 0.71 3.99
C24 4.67 1.36 5.18
C25 3.70 2.09 5.85
C26 2.41 2.18 5.34
C27 -1.08 1.05 4.65
C28 -2.35 0.81 4.14
C29 -3.37 0.35 4.97
C30 -3.12 0.15 6.32
C31 -1.85 0.39 6.84
C32 -0.83 0.84 6.01
C33 -0.09 3.43 2.67
C34 -1.18 3.60 1.81
C35 -1.46 4.86 1.29
C36 -0.66 5.95 1.62
C37 0.42 5.79 2.48
C38 0.70 4.53 3.00
H17 0.31 -0.77 2.20
H18 2.83 0.31 2.54
H19 5.09 0.14 3.45
H20 5.67 1.29 5.58
H21 3.95 2.60 6.78
H22 1.67 2.77 5.88
H23 -2.56 0.95 3.09
H24 -4.35 0.16 4.55
H25 -3.91 -0.21 6.97
H26 -1.65 0.22 7.89
H27 0.16 1.00 6.42
H28 -1.81 2.76 1.54
H29 -2.30 4.99 0.62
H30 -0.88 6.93 1.21
H31 1.04 6.63 2.74
H32 1.56 4.40 3.65

The lowest unoccupied orbital energy (spin up / spin down) is 1.38 / 1.38 eV. Its charge is -1. The HOMO energy (spin up / spin down) comes out at -3.9 / -3.9 eV. Its orbital gap (spin up / spin down) is 0.194 / 0.194 Ha.